Record 1
C4H3NO3 | the ωB97M-V functional and the def2-TZVPD basis

Each line ends with the natural charge from an NBO analysis.
Positions of all 11 atoms, in Å:
1 C 1.433 -0.205 -0.034  0.592
2 C -0.475 0.766 -0.018  0.153
3 C -1.762 0.003 0.098  -0.087
4 C 0.105 -0.493 -0.261  -0.030
5 H 2.130 -1.717 -0.328  0.508
6 H -2.437 0.173 -0.655  0.200
7 H -2.090 0.409 1.110  0.203
8 N 0.229 1.894 -0.153  -0.126
9 O 2.442 -0.898 0.088  -0.597
10 O 1.526 1.242 0.126  -0.358
11 O -1.102 -1.176 0.028  -0.460

Results
- HOMO level: -0.3210 hartree
- HOMO-LUMO gap: 8.83 eV
- Net charge: 0
- Total energy: -434.46527 Ha
- Relative energy (zero: lowest compared OMol25 entry of this formula, charge and spin): 7.1311 eV



Record 2
C31H31BF6GeN5O6S4Ta | the ωB97M-V functional and the def2-TZVPD basis

Each line ends with the Mulliken charge.
Positions of all 86 atoms, in Å:
1 Ta 0.012 0.223 0.189  0.301
2 C -4.701 0.366 -2.005  -0.678
3 N -3.508 1.126 -2.356  0.196
4 C -3.186 1.598 -3.614  -0.473
5 C -1.995 2.233 -3.513  -0.589
6 N -1.613 2.177 -2.188  0.223
7 B -0.331 2.582 -1.482  0.515
8 N -0.615 3.564 -0.330  1.408
9 C -1.152 4.815 -0.532  -0.855
10 C -1.444 5.342 0.683  -0.747
11 N -1.090 4.403 1.621  0.483
12 C -1.195 4.555 3.065  -0.713
13 C -0.592 3.344 0.985  -0.729
14 S 0.180 1.990 1.753  0.259
15 C -2.544 1.492 -1.514  -0.083
16 S -2.414 1.154 0.175  -0.231
17 H -5.182 0.046 -2.924  0.331
18 H -5.384 0.990 -1.432  0.310
19 H -4.414 -0.507 -1.420  0.250
20 H -3.828 1.436 -4.459  0.486
21 H -1.397 2.719 -4.259  0.572
22 H 0.544 2.922 -2.201  -0.056
23 H 0.060 1.409 -0.980  0.415
24 H -1.293 5.227 -1.514  0.605
25 H -1.871 6.287 0.959  0.583
26 H -1.924 5.332 3.273  0.424
27 H -0.226 4.830 3.478  0.171
28 H -1.535 3.618 3.502  0.338
29 F -2.135 -3.608 1.992  -0.173
30 C -1.813 -2.460 1.460  0.671
31 F -0.585 -2.058 1.870  -0.182
32 F -2.666 -1.513 1.816  -0.201
33 S -1.732 -2.570 -0.389  1.008
34 O -1.256 -1.167 -0.710  -0.730
35 O -3.026 -2.876 -0.856  -0.589
36 N -0.600 -3.557 -0.702  -0.515
37 S 0.832 -3.019 -1.138  1.040
38 O 1.085 -3.051 -2.528  -0.607
39 O 1.140 -1.747 -0.442  -0.482
40 C 1.927 -4.237 -0.274  0.624
41 F 1.707 -4.164 1.026  -0.186
42 F 3.181 -3.891 -0.536  -0.185
43 F 1.669 -5.444 -0.722  -0.165
44 O 1.563 -0.183 1.488  -0.268
45 C 2.436 0.110 0.587  1.079
46 O 1.906 0.671 -0.440  -0.557
47 C 3.858 -0.263 0.614  -1.006
48 C 4.680 -0.088 1.892  -1.233
49 Ge 4.431 1.411 3.179  1.872
50 C 6.185 2.044 3.714  0.196
51 C 6.233 3.062 4.667  -0.077
52 C 7.442 3.589 5.088  -0.807
53 C 8.629 3.101 4.559  -0.490
54 C 8.597 2.089 3.614  -0.756
55 C 7.382 1.566 3.195  -0.459
56 C 3.446 2.877 2.320  0.123
57 C 3.528 3.129 0.951  -0.491
58 C 2.896 4.226 0.377  -1.078
59 C 2.203 5.120 1.178  -0.429
60 C 2.138 4.905 2.551  -1.207
61 C 2.738 3.787 3.110  -0.371
62 C 3.444 0.821 4.750  -0.120
63 C 4.146 0.513 5.915  -0.598
64 C 3.483 0.053 7.045  -0.746
65 C 2.107 -0.104 7.027  -0.487
66 C 1.393 0.202 5.877  -1.042
67 C 2.060 0.659 4.751  0.145
68 H 4.311 0.244 -0.239  0.466
69 H 3.824 -1.327 0.340  0.278
70 H 5.711 0.001 1.548  0.328
71 H 4.645 -0.998 2.489  0.546
72 H 5.318 3.451 5.097  0.369
73 H 7.461 4.376 5.828  0.420
74 H 9.575 3.507 4.887  0.403
75 H 9.519 1.702 3.202  0.421
76 H 7.397 0.772 2.460  0.229
77 H 4.121 2.488 0.313  0.498
78 H 2.988 4.408 -0.686  0.565
79 H 1.754 6.004 0.744  0.504
80 H 1.649 5.634 3.188  1.006
81 H 2.670 3.626 4.180  0.450
82 H 5.223 0.637 5.949  0.417
83 H 4.044 -0.181 7.939  0.439
84 H 1.591 -0.460 7.908  0.412
85 H 0.318 0.086 5.862  0.467
86 H 1.489 0.898 3.866  0.545

Results
- HOMO level: -0.4746 hartree
- HOMO-LUMO gap: 4.89 eV
- Net charge: +2
- Total energy: -6275.43918 Ha
- Relative energy (zero: lowest compared OMol25 entry of this formula, charge and spin): 1.3477 eV



Q: The lowest HOMO level belongs to which entry?
A: C31H31BF6GeN5O6S4Ta



Repeat the first record exactly.
C4H3NO3 | the ωB97M-V functional and the def2-TZVPD basis

Each line ends with the natural charge from an NBO analysis.
Positions of all 11 atoms, in Å:
1 C 1.433 -0.205 -0.034  0.592
2 C -0.475 0.766 -0.018  0.153
3 C -1.762 0.003 0.098  -0.087
4 C 0.105 -0.493 -0.261  -0.030
5 H 2.130 -1.717 -0.328  0.508
6 H -2.437 0.173 -0.655  0.200
7 H -2.090 0.409 1.110  0.203
8 N 0.229 1.894 -0.153  -0.126
9 O 2.442 -0.898 0.088  -0.597
10 O 1.526 1.242 0.126  -0.358
11 O -1.102 -1.176 0.028  -0.460

Results
- HOMO level: -0.3210 hartree
- HOMO-LUMO gap: 8.83 eV
- Net charge: 0
- Total energy: -434.46527 Ha
- Relative energy (zero: lowest compared OMol25 entry of this formula, charge and spin): 7.1311 eV



Q: What is the formula in the first record?
A: C4H3NO3